Entry from the Open Molecules 2025 dataset: a cluster of 11 separate species, C31H89N7O11 in total in a non-equilibrium geometry (wB97M-V/def2-TZVPD).

Geometry as XYZ:
```
138
Properties=species:S:1:pos:R:3:forces:R:3:lowdin_charge:R:1
C -0.4344 -7.2400 5.7576 2.1 -0.9 -0.1 -0.0588
C 1.0630 -7.6232 5.3028 -1.7 0.2 1.5 -0.3384
O 1.2449 -6.9511 4.1495 0.6 1.9 -3.8 -0.0935
H -0.3055 -6.1847 5.9984 -0.6 -0.1 0.3 0.0637
H -0.7456 -7.8731 6.5885 -0.2 0.4 0.2 0.0580
H -1.1355 -7.3339 4.9283 0.2 -0.1 0.0 0.0622
H 1.3224 -8.6758 5.1892 -0.3 -0.2 0.5 0.1089
H 1.7769 -7.0813 5.9231 -0.1 -0.8 1.1 0.1040
H 1.4072 -7.4581 3.3506 -0.1 -0.3 0.3 0.0939
C 3.6888 -2.2985 -7.9598 -0.7 -0.4 -0.6 -0.0887
C 5.0769 -1.9509 -7.4950 0.5 1.1 0.8 -0.3243
O 5.5412 -0.8251 -8.2155 0.2 1.0 -1.4 -0.0999
H 3.1683 -3.1551 -7.5317 0.6 -0.3 0.5 0.0689
H 3.6564 -2.4803 -9.0341 0.2 0.2 -0.1 0.0729
H 3.0023 -1.4802 -7.7423 0.2 0.3 -0.1 0.0751
H 5.9193 -2.6365 -7.5874 -0.8 -1.0 0.4 0.1135
H 5.0353 -1.5104 -6.4989 -0.1 -1.0 0.7 0.1069
H 6.4858 -0.9405 -8.3419 -0.1 0.2 -0.1 0.0756
C -4.5655 0.0243 -8.2321 -0.6 0.3 1.9 -0.0668
C -5.1573 0.1776 -6.8007 -0.4 -1.3 -0.7 -0.3554
O -6.0849 1.1910 -6.8149 -1.4 1.7 -0.2 -0.0862
H -4.2217 1.0455 -8.3964 1.0 -0.3 -0.6 0.0665
H -5.3661 -0.1382 -8.9537 0.0 -0.3 0.2 0.0743
H -3.8616 -0.8075 -8.2050 0.4 0.5 -0.6 0.0722
H -4.4865 0.4360 -5.9813 0.9 -0.7 -0.3 0.1093
H -5.7592 -0.6952 -6.5476 0.4 -0.3 0.3 0.1094
H -5.6335 1.9473 -7.1969 -0.3 0.4 0.0 0.0767
C 2.8831 -8.5532 -5.7877 0.0 1.3 0.5 -0.0881
C 1.4109 -8.4528 -5.3041 0.7 -2.0 -0.9 -0.3130
O 1.2071 -8.7960 -3.9481 0.2 0.8 0.5 -0.0824
H 3.5263 -9.2846 -5.2985 -0.5 -0.4 0.2 0.0667
H 3.3713 -7.6074 -5.5530 0.2 0.1 -0.2 0.0642
H 2.9578 -8.7327 -6.8602 -0.2 0.1 0.0 0.0682
H 0.9111 -9.2515 -5.8522 -0.5 0.3 -0.5 0.0959
H 0.9613 -7.4917 -5.5532 0.1 -0.1 0.3 0.1130
H 1.7347 -9.5809 -3.7832 0.0 -0.1 0.1 0.0755
C 0.1369 -2.8940 -1.1042 -0.8 -0.9 -0.2 -0.1056
C 0.5040 -2.0525 0.1072 -0.8 -1.1 -1.3 -0.3334
O 1.7843 -2.4291 0.5334 1.0 0.7 0.3 -0.0741
H 0.6102 -2.6550 -2.0565 0.4 0.4 0.3 0.0714
H -0.9308 -2.8103 -1.3067 -0.2 -0.1 0.1 0.0684
H 0.3628 -3.9425 -0.9100 -0.1 -0.1 0.0 0.0697
H -0.1451 -2.2869 0.9508 -0.7 0.5 -0.3 0.1112
H 0.3603 -1.0521 -0.3010 0.7 0.6 1.1 0.1095
H 1.6196 -3.1008 1.1992 0.4 0.0 0.0 0.0829
C 8.4931 1.2497 -1.1268 -1.1 -3.5 -1.4 -0.8567
O 8.6652 0.2691 -1.7700 1.3 -3.7 -2.5 0.0530
N 8.9147 2.3903 -1.4944 1.9 6.4 0.2 0.1787
N 7.6793 1.1776 -0.1073 -1.9 1.1 3.6 0.1613
H 9.5235 2.6260 -2.2650 -0.1 -0.8 0.3 0.1304
H 8.8714 3.0490 -0.7299 0.3 0.7 -0.6 0.1084
H 7.0641 0.3772 -0.0751 0.3 0.3 0.1 0.1235
H 7.3978 2.0581 0.2997 -0.5 -0.5 0.3 0.1016
C -7.9805 8.4199 0.1667 0.4 -0.9 -1.0 -0.0584
C -7.4518 7.0616 -0.4249 -0.4 2.4 -1.0 -0.4390
C -6.9472 6.2362 0.7049 -0.1 -1.6 -0.2 -0.2067
O -6.3191 5.0741 0.1327 -0.2 -0.4 0.5 -0.2030
C -4.9876 4.7157 0.5047 -0.5 0.3 -1.0 -0.0944
N -8.5386 6.4914 -1.2499 0.0 -0.9 1.4 0.0365
H -8.8362 8.1628 0.7911 0.1 0.2 0.2 0.0753
H -8.3314 9.0644 -0.6393 -0.1 0.0 0.0 0.0655
H -7.2101 8.9778 0.6989 -0.1 -0.2 0.2 0.0695
H -6.5996 7.1662 -1.0963 0.4 0.7 0.1 0.1306
H -7.8105 5.9492 1.3052 -0.1 -0.5 0.2 0.1271
H -6.2738 6.7650 1.3795 0.2 0.3 -0.3 0.1235
H -4.3227 5.0840 -0.2766 0.4 0.6 0.3 0.0781
H -4.8534 3.6415 0.3772 -0.4 -0.2 0.6 0.0805
H -4.7235 5.0679 1.5019 0.1 -0.1 0.0 0.0849
H -8.7552 6.9973 -2.0968 0.4 0.2 0.1 0.0674
H -8.2752 5.5451 -1.4851 -0.1 -0.1 -0.3 0.0625
C 4.8731 -2.4402 8.7214 0.7 -0.3 -0.4 -0.0725
C 4.3981 -1.9184 10.0455 0.8 -2.2 1.2 -0.4805
C 5.4709 -1.9561 11.1860 0.6 0.1 -0.8 -0.1693
O 6.0411 -3.2545 11.3013 -0.3 -0.4 -1.1 -0.2010
C 7.1519 -3.4224 12.1391 -0.5 0.0 1.1 -0.1234
N 3.6734 -0.7148 9.9957 -1.0 1.6 0.2 0.0364
H 5.6788 -1.8882 8.2375 0.2 0.2 0.2 0.0787
H 4.0339 -2.4165 8.0262 -0.1 -0.3 0.0 0.0763
H 5.1971 -3.4632 8.9128 0.1 -0.1 -0.5 0.0768
H 3.7330 -2.7347 10.3273 -0.6 0.2 0.4 0.1345
H 5.1043 -1.6591 12.1686 -0.4 0.3 -0.1 0.1224
H 6.2610 -1.2730 10.8744 0.3 0.4 0.2 0.1191
H 6.8679 -3.1597 13.1581 0.0 0.3 0.3 0.0802
H 8.0658 -2.8738 11.9113 -0.1 0.3 -0.6 0.0846
H 7.3984 -4.4813 12.2166 -0.1 0.0 -0.5 0.0865
H 2.9538 -0.7849 9.2904 -0.4 -0.2 0.1 0.0738
H 4.1930 0.0902 9.6760 0.6 0.0 0.2 0.0773
C -2.1290 6.8157 -5.8461 0.7 -0.7 0.1 -0.0601
C -0.8631 6.7163 -6.7311 -0.8 -2.4 0.8 -0.4136
C -0.0850 5.3885 -6.4365 0.8 0.1 0.0 -0.2128
O 0.6625 5.4729 -5.2509 -1.5 0.8 1.1 -0.1961
C 1.0715 4.2632 -4.7137 1.6 -0.1 0.6 -0.1348
N -1.2387 6.5624 -8.1142 0.5 0.4 -0.5 0.0239
H -2.9626 6.1370 -6.0263 0.1 -0.1 -1.2 0.0726
H -2.5297 7.8287 -5.8841 0.1 0.0 0.7 0.0739
H -1.8353 6.3673 -4.8970 0.1 1.2 0.7 0.0719
H -0.1842 7.5258 -6.4627 0.0 0.3 -0.2 0.1333
H 0.7111 5.1271 -7.1337 -0.4 0.5 -1.3 0.1208
H -0.7219 4.5040 -6.4430 -0.6 0.1 0.2 0.1191
H 0.4736 3.3665 -4.8767 -0.5 0.3 -0.2 0.0885
H 1.2365 4.4047 -3.6456 -0.4 0.0 0.1 0.0856
H 2.0784 4.0696 -5.0835 0.2 -0.5 -0.3 0.0834
H -0.4107 6.7816 -8.6494 -0.2 0.0 -0.6 0.0730
H -2.0055 7.1500 -8.4089 0.1 0.2 0.1 0.0714
C 4.6444 4.9900 3.6942 0.3 0.4 0.7 -0.0743
C 5.7352 4.9736 4.7459 1.4 -0.3 0.8 -0.3999
C 7.0317 5.9789 4.4782 -4.0 -2.6 -0.2 -0.2057
O 7.5831 5.6755 3.2167 1.8 1.7 0.4 -0.1930
C 8.4885 6.8148 2.8938 -1.0 -1.0 0.3 -0.0647
N 5.2084 5.1294 6.1492 0.1 0.2 -1.5 0.0249
H 3.8886 4.2216 3.8567 0.1 0.0 0.3 0.0766
H 5.1046 4.7734 2.7301 -0.2 0.5 -0.1 0.0745
H 4.1581 5.9605 3.7928 -0.2 0.1 -0.8 0.0753
H 6.1291 3.9574 4.7304 0.4 0.0 0.0 0.1173
H 7.6029 5.7131 5.3678 0.8 0.7 -0.3 0.1123
H 6.5360 6.9492 4.4501 0.6 0.5 0.4 0.1131
H 7.8759 7.7156 2.9299 0.0 0.1 -0.4 0.0775
H 8.9675 6.6541 1.9279 -0.3 -0.1 0.0 0.0817
H 9.2627 6.9566 3.6478 0.1 -0.4 0.2 0.0803
H 4.5476 5.8930 6.1684 -0.2 0.2 0.0 0.0542
H 5.9515 5.4028 6.7763 0.2 -0.1 0.1 0.0499
C -7.4824 -5.5022 -0.0352 1.6 1.3 -1.3 -0.1069
C -8.7763 -5.1942 0.6024 -0.6 -1.0 -0.5 -0.4499
C -9.8457 -5.9015 -0.2837 -1.0 0.7 1.1 -0.1799
O -11.1548 -5.7372 0.3190 0.7 -0.5 -0.6 -0.1899
C -12.1539 -6.4284 -0.3976 -0.9 -0.4 0.8 -0.1364
N -8.5821 -5.6866 1.9647 -1.8 -0.2 -0.1 0.0432
H -7.4136 -5.0022 -1.0013 0.2 -0.1 -0.2 0.0817
H -7.2947 -6.5627 -0.2028 -0.3 -0.1 0.2 0.0845
H -6.6717 -5.1121 0.5803 0.1 -0.1 0.0 0.0844
H -9.0544 -4.1415 0.6544 0.4 0.1 -0.1 0.1449
H -9.5929 -6.9529 -0.4206 -0.1 -0.3 0.3 0.1182
H -9.9133 -5.4752 -1.2846 0.4 0.3 -0.1 0.1232
H -11.9855 -7.5023 -0.4778 0.7 -0.2 -0.3 0.0823
H -12.4175 -6.0266 -1.3760 0.4 0.2 -0.2 0.0853
H -13.0695 -6.4159 0.1936 0.0 0.5 0.2 0.0834
H -8.4365 -6.6789 1.8454 0.5 -0.5 0.2 0.0688
H -9.5244 -5.6955 2.3282 -0.3 0.2 0.9 0.0632
```
Positions in Å, forces in eV/Å.

## Properties
Largest force on an atom: 6.70 eV/A
SMILES: COC[C@H](C)N.COC[C@H](C)N.COC[C@H](C)N.COC[C@H](C)N.COC[C@H](C)N.NC(N)=O.CCO.CCO.CCO.CCO.CCO
HOMO: -8.984 eV
Orbital gap: 9.384 eV
Multiplicity: 1
Net charge: 0
Relative energy (zero: lowest compared OMol25 entry of this formula, charge and spin): 5.526 eV